(1)
The following is a quantum chemistry calculation of a structure of composition C5H16Cl3CrO5S at a distorted geometry, from OMol25.

Results
**Expectation value of S²**: 6.01
**Orbital gap (alpha / beta)**: 0.213 / 0.257 Ha
**Total charge**: -1
**LUMO energy (alpha / beta)**: 2.20 / 2.20 eV
**Spin multiplicity**: 5

Atoms and positions in Å:
Cr 0.24774 -0.29899 2.19722
Cl -1.74751 1.18258 2.11899
Cl 0.51907 -0.21201 4.75598
Cl 2.26056 -1.80927 1.60658
S -0.34528 -0.19377 -1.47413
O 0.26071 -0.30182 -0.08640
O -0.26984 1.37810 -2.04004
O -1.66021 -0.82283 -1.72704
O -0.92194 -2.08943 2.39507
O 1.67073 1.48118 1.95369
C 0.88017 -0.97912 -2.65736
C -0.82605 -3.30165 1.63733
C -0.99680 1.71092 -3.12529
C 2.80774 1.54105 2.82973
C -2.43354 2.02640 -2.76740
H -1.25047 -2.26478 3.27990
H -2.93211 1.10528 -2.46564
H 3.59750 2.14613 2.38447
H -0.16122 -4.01992 2.11711
H 3.19761 0.55982 3.10044
H 1.81758 -0.52464 -2.33672
H -0.47779 -2.97863 0.65628
H -1.81234 -3.73396 1.46866
H -0.58582 2.65515 -3.48254
H 0.49581 -0.79523 -3.66063
H 2.51166 2.07367 3.73347
H 1.01005 -2.06120 -2.63940
H -3.01191 2.39982 -3.61247
H -0.83319 0.91381 -3.85051
H 1.50536 2.39566 1.71291
H -2.51624 2.81760 -2.02224

Taken from the Mulliken analysis, the atomic charges in e are:
1. Cr 0.409
2. Cl -0.637
3. Cl -0.708
4. Cl -0.647
5. S 0.840
6. O -0.073
7. O -0.251
8. O -0.613
9. O -0.228
10. O -0.145
11. C -0.977
12. C -0.408
13. C -0.163
14. C -0.668
15. C -1.108
16. H 0.237
17. H 0.322
18. H 0.271
19. H 0.261
20. H 0.222
21. H 0.308
22. H 0.062
23. H 0.278
24. H 0.274
25. H 0.370
26. H 0.312
27. H 0.355
28. H 0.385
29. H 0.232
30. H 0.206
31. H 0.282



(2)
The following is a quantum chemistry calculation of a cluster of 3 separate species, C5H16FN2O4P in total at a distorted geometry, from OMol25.

Results
**Orbital gap**: 0.290 Ha
**LUMO energy**: -0.41 eV
**SMILES**: C[N+](=O)[O-].C[N+](=O)[O-].FCCC[PH4]
**Energy above the lowest of the compared OMol25 structures with the same formula, charge and spin**: 41.1 kcal per mole

Atoms and positions in Å:
P -0.32178 1.88269 -1.07316
F 3.80932 0.46138 -1.41734
O -0.94691 -1.92293 0.42772
O -4.88594 -3.56716 2.37135
O 0.67921 -0.65934 -0.35486
O -4.45529 -3.01535 4.46022
N -4.24736 -2.96509 3.24236
N 0.03133 -1.71100 -0.29829
C 0.47302 -2.81982 -1.18670
C 1.10863 3.16271 -0.79708
C 2.49973 2.73258 -1.61995
C -3.12754 -2.10257 2.77771
C 3.48682 1.75260 -0.71736
H 3.09944 3.72694 -1.88429
H 1.50184 -3.06783 -0.91753
H 2.26067 2.22671 -2.65832
H 4.46574 2.36916 -0.44927
H -0.37373 1.73972 0.37786
H 0.40679 -2.46319 -2.21662
H 0.79591 4.26731 -1.03069
H -1.15560 2.85926 -1.74211
H -1.31976 0.84444 -1.15917
H -0.18360 -3.67868 -1.03295
H 2.96690 1.47316 0.31814
H -2.41657 -2.74151 2.24990
H 0.63816 1.06191 -1.78494
H 1.41619 3.13502 0.35523
H -2.65671 -1.63666 3.64586
H -3.54891 -1.34446 2.11427

Taken from the Mulliken analysis, the atomic charges in e are:
1. P 0.148
2. F -0.331
3. O -0.477
4. O -0.512
5. O -0.488
6. O -0.510
7. N 0.832
8. N 0.794
9. C -0.795
10. C -0.896
11. C -0.545
12. C -0.636
13. C -0.134
14. H 0.309
15. H 0.305
16. H 0.309
17. H 0.250
18. H 0.023
19. H 0.296
20. H 0.370
21. H 0.055
22. H -0.016
23. H 0.325
24. H 0.178
25. H 0.250
26. H -0.003
27. H 0.320
28. H 0.318
29. H 0.262



(3)
The following is a quantum chemistry calculation of a cluster of 2 separate species, C5H16N in total at a distorted geometry, from OMol25.

Results
**Orbital gap**: 0.434 Ha
**Total charge**: +1
**LUMO energy**: -3.53 eV
**Energy above the lowest of the compared OMol25 structures with the same formula, charge and spin**: 4.0 kcal per mole

Atoms and positions in Å:
N 0.98812 -0.09963 -0.48055
C -1.91258 0.00299 1.15620
C -1.91848 1.46225 0.68501
C 2.05714 -0.53483 -2.71718
C -1.12619 -0.11950 2.46509
C 1.88924 -1.01773 -1.26140
H -1.35182 -1.01281 3.05906
H 2.26922 -1.40867 -3.31987
H -0.03212 -0.16696 2.28425
H 0.86035 -0.40086 0.49141
H 1.45826 0.80581 -0.36940
H 2.89458 0.16639 -2.76438
H -0.91561 1.89991 0.71746
H 0.06883 0.09076 -0.88052
H 1.41418 -1.99533 -1.25312
H -2.57269 2.05655 1.32142
H -1.50359 -0.65414 0.38924
H 2.78173 -1.15973 -0.66827
H 1.16685 0.01087 -3.03515
H -1.25817 0.74834 3.10091
H -2.32231 1.58001 -0.32122
H -2.93495 -0.25370 1.40101

Taken from the Mulliken analysis, the atomic charges in e are:
1. N -0.268
2. C -0.154
3. C -1.254
4. C -1.021
5. C -1.028
6. C -0.443
7. H 0.305
8. H 0.322
9. H 0.230
10. H 0.191
11. H 0.380
12. H 0.340
13. H 0.323
14. H 0.306
15. H 0.364
16. H 0.416
17. H 0.262
18. H 0.398
19. H 0.343
20. H 0.325
21. H 0.342
22. H 0.320



(4)
The following is a quantum chemistry calculation of a cluster of 2 separate species, C5H16N in total at a distorted geometry, from OMol25.

Results
**Orbital gap**: 0.355 Ha
**Total charge**: +1
**LUMO energy**: -4.02 eV
**Energy above the lowest of the compared OMol25 structures with the same formula, charge and spin**: 50.8 kcal per mole

Atoms and positions in Å:
N 0.36158 -1.40291 2.33901
C 1.85591 0.33200 -2.24154
C 0.76214 1.15299 -1.56842
C -0.57206 1.17337 -2.24695
C -0.62896 -0.89003 1.34357
C -1.75841 -0.16317 2.09266
H -0.55698 1.97729 -3.03766
H -1.69829 0.82268 2.40578
H 2.25222 -0.45441 -1.57822
H -0.07062 -1.38175 3.28491
H 1.23308 2.07418 -1.27968
H 1.39359 -0.25893 -2.93672
H 0.42165 0.71960 -0.65115
H -0.97450 -1.70946 0.56649
H 2.72874 0.88577 -2.46892
H -0.76654 0.22154 -2.72327
H 1.22183 -0.71600 2.24948
H 0.55723 -2.44180 2.29568
H -2.21886 -0.73054 2.75125
H -2.61427 -0.24089 1.36222
H -0.05900 -0.11985 0.70313
H -1.33211 1.54204 -1.59223

Taken from the Mulliken analysis, the atomic charges in e are:
1. N -0.341
2. C -1.159
3. C 0.718
4. C -1.314
5. C 0.300
6. C -1.462
7. H 0.336
8. H 0.421
9. H 0.305
10. H 0.384
11. H 0.410
12. H 0.404
13. H -0.564
14. H 0.344
15. H 0.309
16. H 0.341
17. H 0.418
18. H 0.348
19. H 0.577
20. H 0.347
21. H -0.500
22. H 0.379



(5)
The following is a quantum chemistry calculation of a cluster of 2 separate species, C5H16N2O in total at a distorted geometry, from OMol25.

Results
**Orbital gap**: 0.366 Ha
**LUMO energy**: 0.62 eV
**SMILES**: C[C@@H](N)CCCN.O
**Energy above the lowest of the compared OMol25 structures with the same formula, charge and spin**: 51.0 kcal per mole

Atoms and positions in Å:
O -2.19219 -2.45394 -4.54851
N -1.09784 2.68982 -1.13406
N 1.20306 -2.05137 -0.15833
C -0.13299 -0.01999 0.40320
C -0.07142 1.42758 1.00359
C 1.22358 -1.24355 2.22227
C 1.12610 -0.85961 0.78102
C -0.15622 2.60481 0.05110
H 0.77635 -2.26092 2.30489
H -2.65296 -2.45843 -3.77063
H 0.74245 3.03796 -0.46691
H 2.00184 -0.21865 0.35952
H 2.33400 -1.18233 2.51573
H 0.70361 1.74027 1.72826
H -1.00288 -0.42622 0.94711
H -1.08798 1.58010 1.48352
H -0.43379 3.52064 0.67716
H 0.64308 -2.82845 0.01950
H -1.14409 1.86088 -1.60428
H -2.08837 2.90217 -0.86337
H -1.28539 -2.29800 -4.08055
H 2.10417 -2.49937 -0.21620
H -0.31454 0.00696 -0.65757
H 0.80242 -0.57035 3.00354

Taken from the Mulliken analysis, the atomic charges in e are:
1. O -0.624
2. N -0.577
3. N -0.644
4. C -0.732
5. C -0.191
6. C -1.213
7. C 0.312
8. C -0.817
9. H 0.315
10. H 0.291
11. H 0.329
12. H 0.272
13. H 0.264
14. H 0.292
15. H 0.249
16. H 0.185
17. H 0.380
18. H 0.197
19. H 0.237
20. H 0.238
21. H 0.332
22. H 0.229
23. H 0.346
24. H 0.331



(6)
The following is a quantum chemistry calculation of a cluster of 2 separate species, C5H16N2O in total at a distorted geometry, from OMol25.

Results
**Orbital gap**: 0.338 Ha
**LUMO energy**: 0.83 eV
**SMILES**: CNCCCCN.O
**Energy above the lowest of the compared OMol25 structures with the same formula, charge and spin**: 36.0 kcal per mole

Atoms and positions in Å:
O -3.13288 2.37273 1.57042
N -1.95756 -1.30259 -0.85833
N 0.77092 1.57472 0.65018
C 1.12212 -0.36448 -0.84311
C 2.10467 2.18779 0.92206
C 0.48111 -1.76285 -1.13724
C 0.81835 0.09429 0.58289
C -0.83509 -2.18955 -0.47496
H 2.87430 1.41085 0.77064
H -2.67944 1.61085 1.95038
H -0.76074 -2.34633 0.59264
H -2.79509 -1.32986 -0.29834
H 1.28968 -2.43853 -0.79802
H 1.50776 -0.32217 1.33102
H -1.17832 -3.12494 -0.89371
H 2.30742 3.07887 0.35240
H -3.36196 2.07765 0.67580
H -2.18803 -1.32880 -1.83732
H 0.39342 1.88515 -0.22998
H 0.53257 -1.91005 -2.25476
H -0.20886 -0.15455 0.88509
H 2.17015 -0.43973 -1.16081
H 0.62963 0.36272 -1.52522
H 2.09586 2.35882 2.02828

Taken from the Mulliken analysis, the atomic charges in e are:
1. O -0.636
2. N -0.488
3. N -0.401
4. C -0.457
5. C -0.780
6. C -0.743
7. C -0.339
8. C -0.702
9. H 0.260
10. H 0.313
11. H 0.422
12. H 0.174
13. H 0.328
14. H 0.298
15. H 0.369
16. H 0.318
17. H 0.313
18. H 0.184
19. H 0.239
20. H 0.348
21. H 0.127
22. H 0.309
23. H 0.288
24. H 0.255



(7)
The following is a quantum chemistry calculation of a cluster of 3 separate species, C5H16N2O in total at a distorted geometry, from OMol25.

Results
**Orbital gap**: 0.139 Ha
**LUMO energy**: -3.96 eV
**Energy above the lowest of the compared OMol25 structures with the same formula, charge and spin**: 201.5 kcal per mole

Atoms and positions in Å:
O -1.60965 0.65772 -1.90379
N -2.47071 -0.11364 0.33678
N 0.49141 -0.61911 0.11658
C -0.19838 -0.25960 1.28707
C 3.69239 -0.63409 -1.16141
C -3.70327 0.82455 0.24109
C -1.37787 0.61406 1.00661
C 3.18491 -0.78739 0.30702
H -1.81635 0.93155 1.97526
H 3.00962 -1.31097 -1.78466
H 3.79684 -0.25469 1.04564
H -0.61687 -1.06206 1.78218
H -1.04948 1.48536 0.39074
H -1.38571 0.51913 -2.82155
H 0.25783 -0.09759 -0.75352
H -4.51382 0.10681 0.15935
H 0.56478 0.33054 1.99516
H -3.63342 1.48883 -0.63405
H 3.59428 0.36170 -1.53196
H -3.76089 1.39789 1.12141
H 3.21629 -1.83865 0.60357
H -2.10100 -0.07421 -0.67062
H 4.67376 -1.08509 -1.33812
H 1.75533 -0.58104 0.23122

Taken from the Mulliken analysis, the atomic charges in e are:
1. O -0.836
2. N -0.650
3. N -0.313
4. C -0.429
5. C -0.963
6. C -0.844
7. C -0.690
8. C -0.444
9. H 0.470
10. H 0.291
11. H 0.357
12. H 0.344
13. H 0.363
14. H 0.160
15. H 0.356
16. H 0.286
17. H 0.255
18. H 0.225
19. H 0.326
20. H 0.369
21. H 0.295
22. H 0.533
23. H 0.353
24. H 0.183



(8)
The following is a quantum chemistry calculation of a cluster of 2 separate species, C5H16N3 in total at a distorted geometry, from OMol25.

Results
**Orbital gap**: 0.421 Ha
**Total charge**: +1
**LUMO energy**: -3.09 eV
**Energy above the lowest of the compared OMol25 structures with the same formula, charge and spin**: 20.7 kcal per mole

Atoms and positions in Å:
N 1.33552 0.93289 -3.10225
N 1.65246 1.48460 -0.88904
N -0.50507 1.06742 -1.74713
C 0.83352 1.06482 -1.86198
C -1.56317 -1.49870 1.06443
C -1.74054 -0.49246 2.20397
C -0.05978 -1.90089 0.90732
C 1.21430 1.34241 0.49144
H -2.07309 -2.40448 1.35040
H 0.38961 -1.69544 -0.06491
H 0.21270 -2.93004 1.07294
H -1.16604 0.42154 2.08580
H 1.46620 0.40192 0.96271
H -2.82104 -0.31076 2.29635
H 0.58033 -1.42699 1.66964
H -1.91594 -1.25474 0.06807
H 0.16088 1.52607 0.72159
H 0.70057 0.95587 -3.88102
H -0.89426 0.99536 -0.81958
H 2.64729 1.53803 -1.01672
H 1.65132 2.17544 1.06677
H -1.39749 -1.03454 3.08905
H 2.26284 0.58470 -3.26764
H -0.97109 0.45797 -2.40021

Taken from the Mulliken analysis, the atomic charges in e are:
1. N -0.411
2. N -0.122
3. N -0.435
4. C 0.723
5. C -0.345
6. C -1.154
7. C -0.923
8. C -0.919
9. H 0.324
10. H 0.174
11. H 0.395
12. H 0.279
13. H 0.296
14. H 0.309
15. H 0.257
16. H 0.342
17. H 0.274
18. H 0.227
19. H 0.193
20. H 0.252
21. H 0.353
22. H 0.372
23. H 0.228
24. H 0.308